1.
A molecular structure, C31H40N2P2S4SbZr at a distorted geometry, computed with wB97M-V/def2-TZVPD.

Summary:
- charge = -1
- energy above the lowest of the compared OMol25 structures with the same formula, charge and spin (kcal/mol) = 0.0

Last column: Löwdin charge in e.
Geometry (Å):
Zr1 -0.1109 -1.4197 -0.7960  0.981
C1 -1.9379 0.3954 3.8107  -0.110
C2 -0.6070 0.4534 3.0290  -0.477
C3 0.6215 0.7602 3.9629  -0.109
P1 -0.3315 -1.1675 2.0986  0.994
C4 0.1262 -2.4868 3.2925  -0.560
C5 -0.5526 -2.5029 4.6958  -0.093
C6 1.6586 -2.5380 3.3455  -0.136
C7 -2.0060 -1.6044 1.5423  -0.424
C8 -2.8999 -2.5364 2.0514  -0.099
C9 -4.2698 -2.4735 1.7847  -0.060
C10 -4.7851 -1.5641 0.8003  -0.052
C11 -3.8854 -0.6750 0.2467  -0.041
C12 -2.4972 -0.7289 0.5294  -0.370
N1 -1.5977 0.0759 -0.1775  -0.176
C13 -1.8712 1.4490 -0.4503  -0.273
C14 -2.8503 2.1463 0.3069  -0.046
C15 -3.0532 3.5070 0.1387  -0.071
C16 -2.3907 4.1684 -0.9087  -0.110
C17 -1.4423 3.5216 -1.6654  -0.106
C18 -1.1191 2.1699 -1.4274  -0.340
P2 0.2786 1.2847 -2.1624  1.060
C19 -0.1770 1.4881 -3.9762  -0.506
C20 -1.5830 0.8521 -4.0612  -0.138
C21 0.8679 0.6320 -4.7521  -0.136
C22 1.8430 2.2475 -1.8814  -0.540
C23 2.3671 3.0850 -3.0098  -0.137
C24 1.7959 3.1742 -0.6100  -0.096
H1 -2.3770 1.4582 3.8014  0.102
H2 -1.8066 0.0459 4.8422  0.068
H3 -2.6262 -0.2887 3.3546  0.038
H4 -0.6652 1.2338 2.2578  0.088
H5 0.6105 0.1721 4.8804  0.051
H6 0.6080 1.7979 4.2445  0.061
H7 1.6139 0.5196 3.4317  0.079
H8 -0.2209 -3.4165 2.7554  0.061
H9 -0.0114 -1.8007 5.3458  0.067
H10 -0.4795 -3.5331 5.1219  0.095
H11 -1.5405 -2.2529 4.5387  0.011
H12 2.0512 -1.5808 3.7449  0.058
H13 2.0312 -2.5105 2.2762  0.064
H14 2.1121 -3.4479 3.7675  0.083
H15 -2.5425 -3.1054 2.9067  0.098
H16 -4.9194 -3.1098 2.3303  0.083
H17 -5.8753 -1.5680 0.5938  0.111
H18 -4.1574 0.0678 -0.5361  0.128
H19 -3.3963 1.6037 1.0722  0.100
H20 -3.7223 4.0888 0.7526  0.097
H21 -2.5208 5.1909 -1.0354  0.072
H22 -0.9440 4.0810 -2.4841  0.117
H23 -0.1047 2.6022 -4.1760  0.107
H24 -1.4981 -0.2032 -4.1431  -0.027
H25 -2.1057 1.2856 -4.9774  0.102
H26 -2.2430 1.0893 -3.2482  0.047
H27 0.7726 -0.4096 -4.5618  -0.018
H28 1.8999 0.9764 -4.5840  0.062
H29 0.7020 0.8279 -5.8234  0.082
H30 2.4826 1.3745 -1.6617  0.070
H31 2.0872 4.1836 -2.8568  0.101
H32 1.9362 2.9180 -4.0215  0.049
H33 3.4383 2.8540 -3.0455  0.088
H34 0.9379 3.8936 -0.6775  0.072
H35 2.7778 3.6850 -0.5940  0.077
H36 1.7596 2.4695 0.2743  0.072
S1 -2.2398 -5.4379 -2.6078  -0.259
Sb1 -0.2351 -4.5265 -2.2026  -0.129
S2 -0.3798 -2.2795 -3.2257  -0.030
S3 -0.0943 -3.7423 0.1178  0.005
S4 1.8219 -5.4845 -2.6756  -0.266
N2 7.2614 -0.5776 -1.3902  0.140
C25 6.1314 -0.6325 -1.0463  -0.204
C26 4.7931 -0.7955 -0.7474  -0.276
C27 4.0904 -1.6891 -1.5698  -0.026
C28 2.7070 -1.8762 -1.5384  -0.135
C29 1.9873 -1.1085 -0.6036  -0.417
C30 2.6969 -0.3429 0.2887  -0.173
C31 4.1007 -0.2268 0.3175  -0.019
H37 4.6161 -2.2760 -2.3387  0.127
H38 2.2194 -2.5532 -2.3478  0.043
H39 2.1337 0.2493 1.0184  0.066
H40 4.7349 0.3941 0.9281  0.109



2.
A molecular structure, C31H41BrFeN12OS at a distorted geometry, computed with wB97M-V/def2-TZVPD.

Summary:
- charge = -1
- spin multiplicity = 6
- energy above the lowest of the compared OMol25 structures with the same formula, charge and spin (kcal/mol) = 0.0

Last column: Löwdin charge in e.
Geometry (Å):
Fe1 1.2309 -0.8223 -0.4740  0.748
C1 -0.4950 -2.8978 -2.4692  -0.116
N1 -0.3579 -2.6207 -1.0361  -0.280
C2 -1.6426 -2.2197 -0.4652  -0.088
C3 0.1071 -3.8419 -0.3605  -0.181
C4 0.7265 -3.5669 0.9765  -0.238
C5 0.6901 -4.5040 2.0067  -0.050
C6 1.4077 -4.2891 3.1767  -0.104
C7 2.1601 -3.1309 3.3296  -0.104
C8 2.1751 -2.1766 2.3171  -0.121
C9 1.4479 -2.4081 1.1691  -0.085
H1 -1.2322 -3.6938 -2.6473  0.091
H2 0.4680 -3.2147 -2.8659  0.059
H3 -0.8189 -1.9994 -2.9924  0.059
H4 -2.3814 -3.0259 -0.5764  0.095
H5 -2.0241 -1.3342 -0.9653  0.059
H6 -1.5208 -1.9941 0.5940  0.086
H7 0.8748 -4.2808 -0.9965  0.095
H8 -0.7165 -4.5630 -0.2607  0.124
H9 0.1223 -5.4207 1.8793  0.104
H10 1.3861 -5.0308 3.9659  0.091
H11 2.7210 -2.9654 4.2421  0.098
H12 2.7476 -1.2631 2.4394  0.103
N2 4.6818 -1.1815 0.1439  0.140
C10 4.1400 -2.2102 -0.6117  -0.486
N3 4.8238 -3.2763 -0.9846  0.022
N4 3.9352 -4.0158 -1.6744  -0.088
N5 2.7926 -3.4167 -1.7163  -0.076
N6 2.8828 -2.2519 -1.0378  -0.052
C11 4.2085 0.1043 0.0201  -0.472
N7 4.9538 1.1913 0.1603  0.032
N8 4.1130 2.2099 -0.0847  -0.094
N9 2.9310 1.7693 -0.3626  -0.089
N10 2.9529 0.4162 -0.2871  -0.042
H13 5.6694 -1.2631 0.3177  0.132
C12 -5.0358 3.7454 0.4024  -0.056
C13 -5.1087 2.3084 0.9378  -0.563
C14 -5.9472 1.4528 -0.0250  -0.052
C15 -5.8217 2.3426 2.2908  -0.072
C16 -3.7063 1.7114 1.0422  -0.188
C17 -2.8708 1.6883 -0.0688  -0.097
C18 -1.6328 1.1064 0.0414  -0.534
Br1 -0.5192 1.0111 -1.5052  0.858
C19 -1.0873 0.4828 1.1910  -0.411
O1 0.0928 -0.0580 1.1603  -0.216
C20 -1.9532 0.5223 2.3245  -0.078
C21 -3.2042 1.1281 2.1993  0.002
C22 -1.6089 -0.0316 3.7202  -0.529
C23 -0.2943 -0.8056 3.7980  -0.062
C24 -2.7180 -0.9886 4.1888  -0.053
C25 -1.5150 1.1489 4.7019  -0.049
H14 -6.0368 4.1830 0.3463  0.079
H15 -4.5961 3.7811 -0.5954  0.073
H16 -4.4251 4.3650 1.0629  0.090
H17 -6.9633 1.8498 -0.1121  0.079
H18 -6.0068 0.4251 0.3392  0.088
H19 -5.5001 1.4295 -1.0205  0.078
H20 -6.7922 2.8321 2.1788  0.080
H21 -5.2437 2.9039 3.0289  0.087
H22 -5.9965 1.3356 2.6760  0.083
H23 -3.1759 2.1143 -1.0174  0.100
H24 -3.8314 1.1378 3.0810  0.086
H25 -0.3045 -1.6780 3.1468  0.074
H26 -0.1462 -1.1454 4.8284  0.088
H27 0.5535 -0.1902 3.5079  0.084
H28 -2.8565 -1.7949 3.4645  0.088
H29 -3.6760 -0.4834 4.3261  0.068
H30 -2.4369 -1.4346 5.1468  0.081
H31 -0.7099 1.8231 4.4020  0.091
H32 -1.3017 0.7836 5.7111  0.081
H33 -2.4440 1.7227 4.7344  0.072
C26 3.4369 4.2529 -2.8524  -0.009
C27 3.3924 3.0881 -3.7829  -0.267
C28 3.9244 3.0920 -5.0390  0.008
C29 3.7711 1.9280 -5.8228  -0.320
N11 3.1417 0.8589 -5.3924  0.095
C30 2.6184 0.8439 -4.1398  -0.805
S1 1.7676 -0.4675 -3.5621  0.627
N12 2.7597 1.9754 -3.3639  0.113
C31 4.3259 1.8625 -7.2140  -0.030
H34 4.0268 5.0591 -3.2793  0.079
H35 3.8500 3.9555 -1.8867  0.061
H36 2.4226 4.6091 -2.6585  0.096
H37 4.4346 3.9647 -5.4188  0.109
H38 2.3943 1.9556 -2.4120  0.078
H39 4.6918 2.8346 -7.5426  0.070
H40 3.5553 1.5062 -7.8959  0.083
H41 5.1464 1.1443 -7.2418  0.087



3.
9 unconnected molecules or ions with the total composition C31H41F2N3O4 at a distorted geometry, computed with wB97M-V/def2-TZVPD.

Summary:
- charge = -1
- spin multiplicity = 2

Last column: Löwdin charge in e.
Geometry (Å):
N1 7.1950 0.0915 1.1979  0.042
C1 5.8700 0.0312 1.4981  -0.141
C2 4.9292 0.9904 1.0658  -0.050
C3 5.4407 2.0909 0.2985  -0.069
C4 6.8063 2.2139 -0.0373  -0.056
C5 7.6015 1.1684 0.4893  -0.167
H1 5.5472 -0.7687 2.1480  0.094
H2 3.8814 0.9361 1.3220  0.073
H3 4.6729 2.6906 -0.1675  0.081
H4 7.1890 2.9962 -0.6760  0.094
H5 8.6617 1.2203 0.2899  0.088
N2 0.7534 0.6354 0.9254  0.037
C6 -0.2163 0.5987 -0.0484  -0.123
C7 -0.9436 -0.5644 -0.3259  -0.028
C8 -0.7096 -1.7393 0.4484  -0.062
C9 0.2926 -1.7328 1.4448  -0.052
C10 0.9190 -0.4761 1.6997  -0.143
H6 -0.2974 1.5283 -0.5920  0.082
H7 -1.7301 -0.5953 -1.0654  0.082
H8 -1.2758 -2.6496 0.3167  0.069
H9 0.4798 -2.6209 2.0300  0.075
H10 1.6204 -0.4076 2.5181  0.083
N3 -4.5886 -1.3348 2.9641  -0.063
C11 -5.8004 -0.8847 3.3997  -0.219
C12 -6.7854 -0.4842 2.5002  -0.172
C13 -6.5894 -0.5909 1.1097  -0.209
C14 -5.3815 -1.1099 0.6565  -0.163
C15 -4.3917 -1.3926 1.6129  -0.208
H11 -6.1063 -0.9329 4.4343  0.068
H12 -7.7157 -0.2111 2.9758  0.060
H13 -7.3405 -0.2827 0.3974  0.053
H14 -5.1972 -1.1759 -0.4056  0.063
H15 -3.4240 -1.7279 1.2699  0.045
C16 -1.7498 -3.0278 4.2997  -0.187
O1 -3.1049 -2.8643 4.6941  -0.157
H16 -1.2995 -3.8687 4.8271  0.066
H17 -1.7581 -3.2575 3.2342  0.042
H18 -1.1813 -2.0978 4.3058  0.067
H19 -3.5350 -2.1465 4.2236  -0.007
C17 0.1948 -5.4377 1.9354  -0.128
O2 -0.8976 -4.8082 1.2299  -0.162
H20 0.0353 -5.2824 3.0024  0.072
H21 0.2178 -6.4762 1.6048  0.072
H22 1.1345 -5.0079 1.5885  0.075
H23 -1.7492 -5.1696 1.4865  0.084
C18 -1.1696 -4.6014 -3.1534  -0.210
O3 -1.3067 -3.6789 -2.1663  -0.113
H24 -2.1083 -4.6834 -3.7013  0.080
H25 -0.3309 -4.4180 -3.8250  0.076
H26 -1.1104 -5.5985 -2.7170  0.079
H27 -0.8471 -3.9665 -1.3740  0.060
C19 2.9281 3.4781 2.5463  -0.164
O4 2.0566 4.4206 3.2054  -0.114
H28 3.0721 3.7585 1.5029  0.053
H29 3.9068 3.3808 3.0162  0.076
H30 2.5373 2.4621 2.4909  0.053
H31 2.2909 4.3980 4.1361  0.067
F1 1.2954 6.9108 -2.9078  0.066
C20 1.3161 5.6666 -2.4602  -0.292
C21 1.9832 4.6397 -3.2326  -0.008
C22 2.1603 3.3712 -2.6602  -0.078
C23 1.7934 3.1863 -1.3087  -0.129
C24 1.1916 4.1651 -0.5667  -0.076
C25 0.9153 5.4287 -1.1631  -0.002
H32 2.4062 4.8527 -4.2032  0.100
H33 2.6315 2.5807 -3.2255  0.099
H34 2.0107 2.2105 -0.9001  0.080
H35 0.8721 3.9766 0.4475  0.104
H36 0.3868 6.1647 -0.5754  0.113
F2 -3.9271 0.1299 -2.7462  0.068
C26 -2.7373 0.3241 -3.3602  -0.277
C27 -2.2297 1.6280 -3.6936  0.014
C28 -1.0022 1.7674 -4.3752  -0.097
C29 -0.3170 0.6505 -4.7705  -0.122
C30 -0.7918 -0.6176 -4.4782  -0.066
C31 -2.0181 -0.7241 -3.8161  -0.047
H37 -2.8136 2.5281 -3.5703  0.105
H38 -0.6688 2.7304 -4.7328  0.098
H39 0.5512 0.6607 -5.4129  0.096
H40 -0.2707 -1.5134 -4.7820  0.101
H41 -2.3298 -1.7339 -3.5937  0.107



| no. | energy (Ha) |
| --- | --- |
| 1 | -3877.68479 |
| 2 | -6174.17048 |
| 3 | -1870.64920 |